DFT (the ωB97M-V functional and the def2-TZVPD basis) results for a 3-piece molecular cluster, C32H55BrI2N6O6P2 overall.

XYZ file:
```
104
Properties=species:S:1:pos:R:3:mulliken_charge:R:1
C -2.798 9.083 1.831 -0.993
C 0.894 -3.042 0.008 0.317
H -2.325 7.405 -1.018 0.243
H -4.385 -7.592 -5.706 0.426
H 7.187 -1.608 3.720 0.293
N -2.155 -5.806 -2.576 0.037
C 4.076 -1.521 0.460 -0.281
C 5.572 -1.397 0.773 -1.113
H 5.737 0.221 2.198 0.263
C -1.930 -2.955 -3.926 -1.021
H -1.726 -0.990 3.206 0.523
H 0.968 9.029 0.164 0.174
C 3.428 -0.165 0.182 -0.225
H -0.871 2.521 2.488 0.466
H -3.551 -5.961 -1.039 0.367
H 4.090 0.447 -0.431 0.361
H -3.425 8.711 -0.635 0.412
H 7.784 -1.924 2.101 0.341
C 0.073 5.940 -0.727 -0.990
H 7.867 -0.296 2.791 0.305
C -0.515 -1.944 1.721 0.576
H -3.667 -4.528 -6.293 0.289
C 0.041 -4.380 1.861 0.880
H 3.603 -2.044 1.298 0.082
H -3.428 -2.845 -5.914 0.393
H -0.979 -2.763 -4.431 0.380
H 3.992 -2.167 -0.420 0.316
C -1.955 -7.406 -6.194 -1.047
H 5.107 -1.306 2.864 0.291
H -1.272 6.707 4.255 0.316
H 2.194 -1.170 -1.231 0.604
H -0.146 -5.794 -1.909 0.362
C 0.498 0.569 1.208 -0.444
O 0.714 -5.303 5.096 -0.430
H -1.729 -3.073 -2.860 0.115
C -0.406 7.349 4.105 -1.029
O 1.135 -3.082 -1.170 -0.649
H 1.848 0.546 -1.186 0.554
C -0.438 1.598 4.421 0.362
H -3.446 9.780 1.296 0.392
H 0.476 -6.407 2.255 0.420
O -2.143 -3.580 2.312 -0.600
C -1.008 1.578 3.011 -0.838
C 7.255 -1.194 2.713 -1.170
C -2.878 7.874 -0.203 -1.069
H 1.037 5.763 -1.211 0.380
C -0.484 0.418 2.196 0.980
C -2.951 -3.827 -5.878 -1.001
H 1.577 8.460 2.402 0.301
C 0.634 8.950 2.678 -1.133
C 5.841 -0.864 2.187 -0.206
H -1.331 -6.056 -0.648 0.360
H -2.598 -7.642 -7.047 0.327
H -0.423 8.098 4.901 0.331
N -0.461 8.009 2.804 0.198
H -3.598 7.148 0.183 0.373
H -0.885 -5.840 3.194 0.386
H -4.271 -5.971 -2.618 0.184
H 0.497 6.738 4.224 0.312
H 0.792 9.473 3.624 0.415
H -0.115 8.675 -1.190 0.255
H -0.186 5.037 -0.182 0.132
O -0.687 5.687 2.069 -0.682
H -1.112 -4.434 -1.331 0.232
H -1.673 -8.346 -5.704 0.312
N -2.650 -6.497 -5.289 0.269
H -3.780 -7.807 -4.055 0.317
N -2.617 -4.156 -4.474 0.043
H -2.565 -2.077 -4.032 0.440
H 0.401 9.735 1.955 0.302
H -3.679 -4.449 -1.936 0.244
C 1.036 -5.260 3.968 0.405
H -2.199 9.684 2.507 0.282
C -3.908 -7.080 -4.868 -1.170
H -2.069 -3.805 -6.522 0.350
C -1.142 -5.505 -1.574 -1.152
C 0.984 -0.525 0.457 0.258
H -3.425 8.412 2.421 0.340
C 0.092 -5.552 2.814 -1.168
I 1.562 2.311 4.772 0.000
H 1.502 7.977 -1.109 0.378
P -1.650 -5.585 -4.210 0.877
H -0.676 6.093 -1.517 0.271
H -4.619 -6.309 -4.564 0.290
C -0.977 -0.864 2.433 -1.067
C -3.471 -5.524 -2.037 -0.744
H 6.067 -2.365 0.670 0.466
Br 2.907 -4.818 3.563 -0.159
C 2.070 -0.322 -0.569 -1.868
H -2.085 1.456 3.135 0.321
N 0.157 7.068 0.194 0.090
H 1.740 -4.985 0.776 0.695
N -1.953 8.356 0.857 -0.014
O -0.445 -6.479 -4.234 -0.851
C -1.006 -3.326 2.010 0.045
O -1.082 1.237 5.341 -0.454
P -0.994 7.036 1.479 0.749
C 0.631 8.246 -0.507 -0.756
H 3.217 0.304 1.142 0.444
I 1.285 2.499 0.814 0.203
H 6.018 -0.719 0.039 0.279
H -1.054 -6.948 -6.594 0.343
C 0.457 -1.792 0.726 -0.108
C 0.952 -4.254 0.897 -0.610
```

The HOMO energy is -8.294 eV. For the HOMO-LUMO gap, the calculation gives 7.149 eV. Its LUMO energy is -1.14 eV. As for the SMILES: CCCCCCc1c(I)c(CC(=O)I)cc2c1C(=O)C=C(CC(=O)Br)C2=O.CN(C)P(=O)(N(C)C)N(C)C.CN(C)P(=O)(N(C)C)N(C)C. For the total energy, the calculation gives -160121.7514 eV. The calculation puts the max |F| at 6.4 eV/A.

***

DFT (the ωB97M-V functional and the def2-TZVPD basis) results for C32H55F2Ge2N2O2Si2W as an isolated structure.

XYZ file:
```
98
Properties=species:S:1:pos:R:3:mulliken_charge:R:1
H -1.216 0.951 2.095 0.018
O 1.266 1.264 -1.300 0.355
H 4.784 0.708 0.683 0.173
C 0.015 -2.185 3.601 -1.270
C -5.668 -0.394 -4.663 -0.721
C -6.027 -1.722 -4.491 -0.507
C 4.081 -1.647 3.649 -1.369
C 3.088 3.328 2.442 -1.114
C -3.215 1.223 -1.281 -0.792
C -2.388 -1.257 0.581 0.415
C 2.146 1.214 1.777 -1.772
H -4.450 1.230 -3.966 0.464
H -1.457 -4.646 -3.022 0.457
C -5.464 -2.453 -3.456 -1.159
C 2.002 3.961 1.837 -1.138
H -1.474 0.925 -3.784 0.103
N 3.002 -0.513 -1.460 -0.298
C 1.919 -0.251 1.699 2.089
H 0.209 3.688 0.717 0.161
H -0.767 -2.527 2.931 0.242
C 3.810 -2.924 0.953 -1.477
H -0.401 -2.184 4.601 0.555
H 3.917 1.400 2.930 0.639
H -2.046 3.760 2.197 0.194
H -0.478 -2.356 -3.242 0.635
C 5.059 -0.247 1.118 -1.285
H -0.460 -2.843 0.053 0.352
Si 3.580 -1.244 1.853 0.655
O 1.676 3.424 -1.560 -0.566
C -0.637 1.588 -3.557 -0.755
H 5.587 -0.828 0.366 0.535
H -3.316 4.800 1.573 0.384
H -4.072 -2.430 -1.829 0.251
C 1.528 0.159 4.866 -1.414
H 3.224 0.536 -3.253 0.406
H 0.213 0.981 -3.225 -0.122
H -3.544 3.054 1.572 0.286
H 3.860 3.889 2.939 0.537
H -1.538 0.510 3.767 0.637
H 4.877 -3.127 0.911 0.482
C 3.688 0.520 -2.264 -0.930
H 3.650 -0.834 -0.743 -0.485
H -3.014 3.977 -0.691 0.644
Ge -1.501 -0.932 -1.332 0.965
F 1.048 -2.126 -1.038 -0.317
C -1.033 2.634 -2.527 -1.085
C -1.376 -2.540 -2.647 -0.902
H -1.485 4.573 -0.107 0.641
C 3.539 1.903 -1.633 -0.323
C -0.747 0.809 3.085 -1.052
C -2.811 3.845 1.428 -1.119
H 4.276 -0.771 4.258 0.416
H -6.107 0.176 -5.468 0.413
C -4.159 -0.532 -2.790 0.095
H 2.216 0.980 4.698 0.384
H -6.731 -2.192 -5.160 0.404
C -3.090 -2.574 0.895 -1.489
H 0.801 -2.932 3.589 0.336
H 1.908 5.035 1.855 0.524
H -3.942 -2.729 0.241 0.463
H 4.046 2.656 -2.237 0.525
H -0.407 1.788 3.418 0.213
C -4.530 -1.867 -2.626 0.298
C 0.337 -2.088 0.226 -1.314
H 3.979 1.942 -0.631 -0.171
C -3.146 0.049 -1.918 -0.164
H -2.230 -2.392 -3.306 0.750
C -1.368 -3.981 -2.165 -1.280
H -1.601 -1.119 1.345 -0.843
H -0.247 3.384 -2.438 0.559
H -0.341 2.076 -4.485 0.584
H -3.457 -2.567 1.921 0.415
H 2.851 -1.310 -2.077 0.312
H 5.782 -0.041 1.902 0.436
C 1.048 3.210 1.199 -0.718
H 0.761 0.520 5.544 0.467
H -0.440 -4.241 -1.664 0.212
Ge -1.481 1.967 -0.648 1.733
H -1.924 3.154 -2.886 0.847
H 3.428 -2.972 -0.062 0.363
H -5.744 -3.485 -3.309 0.439
N 1.095 1.839 1.116 1.163
C -4.746 0.201 -3.821 -0.457
C 2.074 2.285 -1.496 0.192
H -2.416 -3.422 0.797 0.239
W 0.446 0.203 0.029 0.776
H 4.996 -2.229 3.612 0.392
C -2.222 3.785 0.032 -1.204
H 3.339 -2.249 4.165 0.309
Si 0.736 -0.450 3.241 0.985
H -2.201 -4.182 -1.495 0.248
H 2.066 -0.627 5.381 0.392
H -3.124 -0.457 0.709 0.459
H -4.129 1.800 -1.264 0.450
H 3.357 -3.737 1.505 0.350
F 1.178 -2.764 1.074 -0.257
H 4.753 0.290 -2.385 0.456
C 3.124 1.932 2.432 -0.006
```

The HOMO energy is -10.510 eV. For the HOMO-LUMO gap, the calculation gives 5.611 eV. Its LUMO energy is -4.90 eV. As for the net charge: +1. For the total energy, the calculation gives -177190.3566 eV. The calculation puts the max |F| at 3.5 eV/A.

***

DFT (the ωB97M-V functional and the def2-TZVPD basis) results for C32H55HgN4OP2 as an isolated structure.

XYZ file:
```
95
Properties=species:S:1:pos:R:3:mulliken_charge:R:1
H -1.799 3.814 -1.222 0.701
H 0.816 0.409 -3.588 0.061
H -0.135 5.097 -2.457 0.234
C -3.333 -3.431 0.607 -1.842
H -3.977 -1.390 -1.017 0.286
H 2.544 0.057 3.257 0.070
H -0.362 2.818 -4.784 0.342
H 3.179 -0.610 -2.769 0.470
C -0.301 -1.355 4.692 -1.541
H -0.681 -3.885 1.216 0.076
P 0.042 2.245 -1.675 -1.085
N 5.336 -0.215 -0.346 -0.043
C -1.373 -1.825 -0.101 -0.537
H 2.988 4.598 -1.533 0.661
C -3.431 -2.205 -1.511 -1.798
C -3.971 1.646 1.457 -1.148
H -3.621 3.613 0.568 0.526
C -1.427 -1.186 1.412 -1.326
H -0.571 -0.592 -3.112 0.025
C -2.488 -2.901 -0.538 2.332
H -4.053 -4.153 0.194 0.560
H -4.989 1.857 1.787 0.455
H 2.768 3.052 -0.695 -0.001
H -2.989 1.944 -2.172 0.246
H -1.432 0.834 3.651 0.430
C -0.056 -3.853 2.119 -1.409
H -1.991 2.153 -4.911 0.543
C -2.105 0.156 1.276 -0.672
C 0.401 -0.378 3.719 2.416
H 0.486 4.548 -4.036 0.335
N -1.390 1.135 0.697 1.274
H 0.404 -4.847 2.233 0.646
H -0.710 -4.066 -1.127 0.246
H -2.274 0.348 -1.778 0.105
H -0.160 1.448 4.719 0.739
C -1.131 3.197 -0.596 -1.420
H 1.213 -2.838 -0.224 0.130
H -1.969 -1.840 2.107 1.327
H -3.970 -0.420 2.193 0.486
H 0.420 -1.840 5.364 0.403
C -3.229 2.616 0.788 -0.901
H 2.773 1.871 -2.844 0.060
H 1.943 0.754 4.768 0.406
H 6.220 -0.204 0.154 0.268
C -1.796 -4.068 -1.270 -1.663
C -1.952 2.289 0.327 -0.381
C 2.233 3.894 -1.147 -1.589
O 2.745 2.778 2.220 -0.258
H 4.043 0.356 1.271 0.250
H -0.538 0.207 -4.718 0.565
H -2.953 0.660 -3.389 0.663
H 2.947 -2.363 3.036 0.257
H -1.709 3.524 -3.829 0.311
N -0.529 -1.449 -0.927 -0.368
H -0.980 -0.782 5.339 0.427
N 3.167 -0.039 -0.683 0.782
H -0.900 -2.139 4.206 0.153
H 1.687 2.314 -4.187 0.279
H -3.901 -2.625 1.089 0.202
C -2.387 1.112 -2.559 -1.859
C 3.766 -0.430 -1.878 -0.672
C 2.096 -3.052 3.106 -1.770
H -0.684 -3.687 3.003 0.088
C 1.820 -3.083 0.655 -1.836
P 0.394 -1.060 1.967 -0.935
C 1.345 3.450 -2.322 2.426
C 1.884 -0.129 4.117 -1.642
H 2.746 -2.498 0.602 0.262
H -4.164 -2.925 -1.903 0.509
C -0.347 0.972 3.743 -1.997
H 2.491 -4.073 2.991 0.545
H 5.890 -0.804 -2.363 0.428
H 2.084 -4.151 0.600 0.546
C 4.147 0.075 0.223 -0.775
H -0.543 3.902 0.017 0.608
H -2.735 -3.953 1.362 0.278
C 1.897 2.169 1.754 0.109
H 2.994 3.403 -3.710 0.542
Hg 0.851 0.351 -0.194 3.294
H 1.641 -2.998 4.100 0.266
H 0.008 1.657 2.960 0.022
C 5.108 -0.538 -1.679 -0.822
H 2.290 -0.973 4.688 0.441
C -0.277 0.321 -3.653 -1.327
C -3.422 0.379 1.681 -0.383
H -1.988 -3.987 -2.346 0.429
C -1.016 1.563 -3.087 2.468
H 1.664 4.413 -0.367 0.300
C 1.077 -2.826 1.979 2.478
H -2.183 -5.039 -0.934 0.370
H 1.510 5.502 -2.970 0.532
C -1.266 2.592 -4.207 -1.839
C 0.747 4.709 -2.984 -1.573
C 2.239 2.702 -3.323 -1.592
H -2.856 -1.795 -2.350 0.316
```

The HOMO energy is -9.154 eV. For the HOMO-LUMO gap, the calculation gives 7.269 eV. Its LUMO energy is -1.88 eV. As for the net charge: +1. For the total energy, the calculation gives -64831.4247 eV. The calculation puts the max |F| at 2.8 eV/A.

***

DFT (the ωB97M-V functional and the def2-TZVPD basis) results for C32H56As2F12HfN8 as an isolated structure.

XYZ file:
```
111
Properties=species:S:1:pos:R:3:mulliken_charge:R:1
C -2.828 2.419 0.994 -0.838
C -1.459 0.150 -3.834 0.312
H -1.677 -5.726 1.876 0.413
N -1.371 -0.986 -3.694 -0.126
H -0.631 3.782 5.991 0.385
H -4.464 3.690 0.358 0.444
F 0.056 -1.912 1.108 -0.659
H -2.968 0.846 -6.460 0.321
H 4.240 -2.069 -3.353 0.322
H -4.350 1.842 -6.181 0.412
C -0.989 3.067 5.250 -1.221
C 2.793 0.468 -3.442 0.518
N -0.600 6.340 -1.493 -0.449
N 4.680 3.021 2.877 -0.523
H -1.937 3.731 -1.256 -0.655
H -3.982 -6.205 1.555 0.368
H -2.737 3.055 -4.942 0.391
C 1.553 5.003 -0.794 -0.448
C -3.680 3.091 -0.103 -0.419
H -0.826 2.057 -4.687 0.601
H -2.041 3.251 5.041 0.319
H 5.511 -3.483 -0.039 0.375
C 2.860 1.172 3.299 0.880
C 4.285 0.091 -3.571 -0.606
C 1.729 -3.885 -0.291 0.125
C 1.605 3.512 -1.096 0.742
H -1.133 1.255 6.501 0.404
H 4.108 -5.276 1.552 0.461
C 4.966 -0.353 3.219 -1.264
F -0.654 -1.873 -1.279 -0.008
C -1.568 1.599 -4.025 0.267
H -1.223 2.100 -3.114 -0.545
F 0.386 0.645 1.027 -0.456
C -0.717 1.597 5.548 -0.554
H 2.615 0.966 -2.480 -0.574
N 1.246 -1.612 -3.246 -0.022
H -2.575 4.976 -0.205 0.609
C -2.282 -4.827 1.695 -0.322
H 3.311 -0.532 1.840 -0.428
H 4.973 -0.497 4.302 0.353
C -1.141 0.606 4.485 0.484
H 0.692 3.094 -0.664 -0.526
H 2.807 1.093 4.385 0.279
F -1.765 -0.475 0.391 -0.501
H 1.759 -5.065 1.452 0.494
H 5.657 0.420 2.895 0.392
F -5.891 -0.832 -1.567 -0.492
H -3.604 -5.502 3.076 0.347
C 3.464 -0.162 2.855 0.275
C -2.943 2.068 -4.524 -0.172
C -3.699 -5.260 2.017 -0.788
H -0.690 0.973 3.557 -0.314
H -4.681 -3.250 2.161 0.322
H -4.084 0.417 -5.198 0.188
H 4.473 -0.010 -4.642 0.337
H -3.674 2.185 -3.729 0.117
Hf -0.784 -3.340 -3.095 1.915
C -3.582 4.751 -1.987 -0.070
H 1.640 3.334 -2.173 0.350
C 0.356 5.770 -1.212 0.119
H -0.366 3.407 4.415 0.254
H 1.926 1.337 2.770 -0.240
H -1.925 2.060 0.491 -0.127
F -2.844 -2.567 -2.309 -0.289
C -2.866 4.159 -0.867 0.503
F -3.502 -0.139 -1.785 -0.427
C -0.775 -0.768 4.817 0.138
H 2.650 2.915 0.695 0.218
H 2.455 1.117 -4.248 0.562
H 4.924 0.894 -3.206 0.347
H 2.361 1.661 -0.468 -0.115
N 1.240 -3.595 -1.288 -0.048
H -1.925 -4.073 2.401 0.292
N -0.500 -1.857 5.061 -0.576
H -2.211 0.607 4.255 0.458
H 2.222 -3.502 1.752 0.127
H 5.768 -1.391 -2.978 0.441
H 1.632 5.214 0.275 0.316
H -5.742 -4.585 2.271 0.432
H 3.707 2.794 -0.773 0.468
H 3.981 -5.116 -0.125 0.369
C 2.701 2.695 -0.370 -1.022
H -3.984 2.270 -0.748 0.127
As -4.373 -1.635 -1.974 2.012
N -4.189 5.095 -2.900 -0.527
C 1.929 -0.694 -3.319 -0.114
F -5.313 -3.075 -2.267 -0.452
H 5.216 -3.122 1.667 0.183
F -0.340 0.644 -1.288 -0.369
C 4.736 -3.326 0.710 -0.528
F -4.508 -1.264 -3.703 -0.473
H -5.099 -4.255 0.682 0.238
C -1.784 -4.475 0.360 0.214
C 3.859 2.242 3.068 -0.115
F -4.105 -2.055 -0.320 -0.414
N -1.443 -4.233 -0.709 -0.143
C 3.846 -4.538 0.794 -0.827
H 2.374 5.538 -1.279 0.390
H 4.265 -2.385 0.413 -0.123
C -4.853 -4.239 1.741 -1.085
F 1.591 -0.826 -0.481 -0.476
As -0.128 -0.615 -0.077 1.699
C -3.583 1.271 -5.663 -1.307
H -2.481 3.154 1.724 0.438
H -3.280 1.588 1.531 0.427
H 5.358 -1.317 2.888 0.230
H 0.327 1.293 5.683 0.259
H 4.479 -1.272 -1.842 0.149
H 3.015 -0.898 3.528 0.256
C 4.700 -1.179 -2.909 -1.119
C 2.327 -4.264 0.974 -0.291
```

The HOMO energy is -14.511 eV. For the HOMO-LUMO gap, the calculation gives 2.840 eV. Its LUMO energy is -11.67 eV. As for the net charge: +2. For the total energy, the calculation gives -201590.6532 eV. The calculation puts the max |F| at 11.5 eV/A.